{"formula": "C3H6N2", "method": "ωB97M-V with the def2-TZVPD basis set", "elements": ["C", "N", "N", "C", "C", "H", "H", "H", "H", "H", "H"], "xyz": [[-0.287, 0.054, 1.948], [0.292, 0.653, 0.873], [-0.283, 0.435, -0.293], [0.607, 0.142, -1.441], [-0.305, -0.938, -0.982], [-0.942, -0.957, 1.866], [0.074, 0.528, 2.863], [1.733, -0.132, -1.511], [0.131, 0.609, -2.433], [-1.263, -1.423, -1.505], [0.110, -1.785, -0.496]], "nbo_charge": [-0.185, -0.223, -0.228, -0.271, -0.304, 0.178, 0.198, 0.227, 0.204, 0.209, 0.195], "e_homo_ha": -0.3236, "lumo_ha": 0.0358, "total_charge": 0, "total_energy_ev": -6184.06187, "homo_lumo_gap_ev": 9.780}

***

{"formula": "C35H46N7O5PSe2V", "method": "ωB97M-V with the def2-TZVPD basis set", "elements": ["V", "O", "C", "N", "C", "C", "C", "C", "C", "C", "N", "C", "O", "C", "C", "C", "C", "C", "N", "C", "C", "C", "C", "C", "N", "H", "H", "H", "H", "H", "H", "H", "H", "H", "H", "H", "H", "O", "C", "C", "C", "O", "C", "Se", "C", "Se", "H", "H", "H", "H", "H", "H", "H", "H", "H", "H", "O", "P", "N", "C", "C", "C", "C", "N", "C", "C", "C", "C", "N", "C", "C", "C", "C", "H", "H", "H", "H", "H", "H", "H", "H", "H", "H", "H", "H", "H", "H", "H", "H", "H", "H", "H", "H", "H", "H", "H", "H"], "xyz": [[0.771, 0.943, 1.919], [3.666, 3.102, 3.833], [2.952, 2.462, 3.061], [1.625, 2.269, 3.091], [0.807, 2.785, 4.093], [0.923, 3.991, 4.765], [-0.006, 4.304, 5.753], [-1.011, 3.411, 6.090], [-1.137, 2.193, 5.428], [-0.242, 1.891, 4.409], [-0.168, 0.760, 3.611], [-0.680, -0.439, 3.935], [-1.455, -0.723, 4.844], [-0.042, -1.475, 3.072], [-0.368, -2.816, 3.168], [0.392, -3.743, 2.480], [1.477, -3.286, 1.737], [1.718, -1.931, 1.669], [0.967, -1.016, 2.295], [3.500, 1.750, 1.868], [4.803, 1.896, 1.425], [5.172, 1.327, 0.220], [4.195, 0.678, -0.530], [2.915, 0.576, -0.027], [2.575, 1.059, 1.179], [1.725, 4.669, 4.512], [0.072, 5.252, 6.271], [-1.708, 3.654, 6.884], [-1.906, 1.481, 5.683], [-1.206, -3.091, 3.792], [0.166, -4.801, 2.529], [2.118, -3.981, 1.212], [2.550, -1.553, 1.093], [5.490, 2.469, 2.032], [6.187, 1.410, -0.147], [4.423, 0.255, -1.499], [2.109, 0.127, -0.598], [-3.049, 5.050, 1.934], [-3.267, 4.442, 0.666], [-2.189, 3.387, 0.393], [-2.465, 2.794, -0.994], [-3.675, 2.056, -1.081], [-2.265, 2.321, 1.498], [-1.535, 0.540, 1.030], [-0.828, 4.082, 0.376], [0.738, 2.919, 0.110], [-3.633, 5.805, 2.021], [-3.229, 5.192, -0.137], [-4.251, 3.957, 0.636], [-1.613, 2.159, -1.245], [-2.535, 3.601, -1.731], [-3.556, 1.286, -0.506], [-3.302, 2.151, 1.789], [-1.721, 2.665, 2.375], [-0.673, 4.614, 1.312], [-0.789, 4.801, -0.446], [0.377, -1.282, -0.759], [-0.083, -1.815, -2.056], [1.162, -2.698, -2.745], [1.199, -3.194, -4.105], [2.375, -4.184, -4.082], [3.274, -3.700, -2.917], [2.544, -2.477, -2.343], [-1.388, -2.868, -2.096], [-2.478, -2.461, -1.180], [-2.525, -3.569, -0.140], [-2.255, -4.808, -0.995], [-1.186, -4.324, -1.984], [-0.590, -0.644, -3.102], [-1.777, -0.667, -3.955], [-1.501, 0.454, -4.951], [-0.807, 1.496, -4.068], [0.104, 0.647, -3.181], [1.405, -2.386, -4.823], [0.250, -3.659, -4.376], [2.905, -4.192, -5.034], [2.016, -5.194, -3.886], [4.278, -3.439, -3.252], [3.363, -4.476, -2.157], [2.951, -1.555, -2.785], [2.602, -2.394, -1.260], [-3.425, -2.409, -1.732], [-2.275, -1.483, -0.741], [-3.476, -3.606, 0.391], [-1.722, -3.418, 0.580], [-3.166, -5.081, -1.533], [-1.916, -5.675, -0.427], [-1.306, -4.804, -2.960], [-0.181, -4.547, -1.616], [-2.680, -0.433, -3.378], [-1.905, -1.646, -4.417], [-2.414, 0.833, -5.411], [-0.826, 0.108, -5.739], [-1.552, 2.002, -3.455], [-0.252, 2.244, -4.634], [0.261, 1.092, -2.194], [1.088, 0.527, -3.658]], "mulliken_spin": [1.825, 0.025, 0.024, -0.032, -0.020, -0.002, -0.006, 0.003, -0.010, 0.030, -0.049, 0.053, 0.033, 0.058, -0.030, 0.046, -0.027, 0.079, -0.062, 0.063, -0.016, 0.025, -0.012, 0.052, -0.068, -0.001, -0.001, 0.000, 0.000, 0.000, 0.001, 0.000, -0.016, 0.001, 0.002, -0.001, -0.010, 0.000, 0.002, -0.021, -0.001, -0.001, 0.041, 0.011, 0.007, -0.018, 0.000, 0.000, 0.000, 0.000, -0.001, -0.001, -0.002, -0.014, 0.000, -0.002, 0.023, 0.018, -0.001, 0.000, 0.000, 0.000, 0.000, 0.000, 0.005, -0.003, 0.000, -0.001, 0.002, 0.000, 0.000, 0.001, -0.004, 0.000, 0.000, 0.000, 0.000, 0.000, 0.000, 0.000, -0.003, 0.001, 0.000, 0.000, 0.002, 0.000, 0.000, 0.000, 0.000, 0.000, 0.000, 0.000, 0.000, 0.000, 0.000, 0.003, 0.000], "e_homo_ha": [-0.1273, -0.1290], "lumo_ha": [0.0797, 0.0796], "s_squared": 2.03, "total_charge": -1, "total_energy_ev": -223386.15709, "spin_multiplicity": 3, "homo_lumo_gap_ev": [5.633, 5.676]}

***

{"formula": "C24H33F6N12O4S2Zn", "method": "ωB97M-V with the def2-TZVPD basis set", "elements": ["Zn", "C", "F", "F", "F", "S", "O", "O", "N", "S", "O", "O", "C", "F", "F", "F", "C", "C", "N", "H", "H", "H", "C", "C", "N", "H", "H", "H", "C", "C", "N", "H", "H", "H", "C", "C", "N", "H", "H", "H", "C", "C", "N", "H", "H", "H", "C", "C", "N", "H", "H", "H", "C", "C", "N", "H", "H", "H", "C", "C", "N", "H", "H", "H", "C", "C", "N", "H", "H", "H", "C", "C", "N", "H", "H", "H", "C", "C", "N", "H", "H", "H"], "xyz": [[1.442, -1.342, -2.074], [1.178, -0.174, 1.787], [1.659, 1.165, 1.820], [2.135, -1.104, 1.420], [0.759, -0.435, 2.994], [-0.179, -0.202, 0.451], [-0.534, -1.641, 0.504], [-1.231, 0.751, 0.836], [0.736, 0.075, -1.116], [0.785, 1.622, -1.287], [0.563, 2.473, -0.111], [1.912, 2.019, -2.158], [-0.785, 1.967, -2.344], [-1.832, 1.887, -1.595], [-0.636, 3.200, -2.989], [-0.884, 1.048, -3.320], [-1.180, -0.411, 6.348], [-1.470, -1.846, 6.619], [-1.560, -2.966, 6.815], [-0.652, -0.280, 5.403], [-0.652, 0.082, 7.164], [-2.072, 0.190, 6.170], [1.059, -5.736, -0.702], [1.304, -4.254, -0.885], [1.426, -3.161, -0.992], [1.928, -6.350, -0.467], [0.670, -6.062, -1.667], [0.262, -5.910, 0.021], [-2.804, -3.567, 1.217], [-2.429, -4.651, 0.330], [-2.068, -5.474, -0.345], [-3.420, -2.907, 0.607], [-1.943, -3.123, 1.716], [-3.400, -3.940, 2.050], [5.960, -1.625, -0.629], [4.560, -1.197, -1.038], [3.498, -0.906, -1.361], [6.311, -2.453, -1.245], [6.018, -1.952, 0.410], [6.581, -0.769, -0.893], [2.716, 4.417, -4.330], [2.089, 5.707, -4.619], [1.617, 6.748, -4.863], [3.776, 4.662, -4.258], [2.702, 3.666, -5.120], [2.295, 4.146, -3.362], [2.276, 1.407, 5.107], [2.129, 0.132, 5.794], [2.134, -0.930, 6.219], [3.170, 1.494, 4.489], [2.314, 2.272, 5.768], [1.354, 1.512, 4.534], [-0.451, 4.971, 1.532], [-1.857, 4.900, 1.968], [-2.979, 4.849, 2.362], [0.172, 4.318, 2.143], [-0.099, 5.992, 1.678], [-0.420, 4.780, 0.459], [-3.147, -1.839, -3.621], [-1.826, -2.058, -3.095], [-0.731, -2.171, -2.676], [-3.186, -2.127, -4.671], [-3.205, -0.759, -3.758], [-3.968, -2.109, -2.957], [-4.198, 2.463, 0.948], [-3.808, 3.400, -0.088], [-3.456, 4.089, -0.918], [-5.175, 2.563, 1.420], [-3.499, 2.463, 1.785], [-3.960, 1.488, 0.523], [1.664, -4.206, 2.372], [3.034, -4.338, 1.846], [4.123, -4.527, 1.407], [1.367, -5.197, 2.714], [1.113, -3.794, 1.526], [1.708, -3.409, 3.114], [-2.421, 2.520, -6.507], [-3.477, 1.530, -6.446], [-4.311, 0.722, -6.357], [-2.967, 3.394, -6.151], [-2.036, 2.541, -7.526], [-1.589, 2.276, -5.848]], "lowdin_charge": [0.783, -0.536, 0.058, 0.086, 0.178, 0.786, -0.348, -0.258, -0.394, 0.593, -0.292, -0.304, -0.609, 0.162, 0.096, 0.096, -0.084, -0.265, 0.125, 0.042, 0.080, 0.075, -0.009, -0.179, 0.156, 0.096, 0.093, 0.055, -0.056, -0.273, 0.150, 0.088, 0.064, 0.094, 0.000, -0.127, 0.148, 0.094, 0.090, 0.091, -0.076, -0.281, 0.123, 0.083, 0.084, 0.055, -0.068, -0.296, 0.158, 0.091, 0.088, 0.061, -0.061, -0.237, 0.137, 0.076, 0.086, 0.068, -0.018, -0.177, 0.151, 0.107, 0.084, 0.107, -0.086, -0.316, 0.152, 0.092, 0.053, 0.065, -0.050, -0.274, 0.127, 0.102, 0.035, 0.086, -0.059, -0.290, 0.119, 0.097, 0.091, 0.067], "e_homo_ha": -0.4738, "lumo_ha": -0.1781, "total_charge": 1, "total_energy_ev": -137874.94533, "homo_lumo_gap_ev": 8.048}

***

{"formula": "C5H10N2O", "method": "ωB97M-V with the def2-TZVPD basis set", "elements": ["C", "C", "N", "C", "N", "C", "C", "O", "H", "H", "H", "H", "H", "H", "H", "H", "H", "H"], "xyz": [[1.015, 0.790, -2.100], [-0.054, -0.153, -1.646], [-0.015, -0.941, -0.614], [0.708, -0.654, 0.536], [0.708, -1.731, 1.465], [-0.345, 0.735, 0.736], [-1.687, 0.399, 1.308], [0.189, 1.807, 0.681], [0.900, 1.763, -1.615], [2.007, 0.413, -1.839], [0.973, 0.931, -3.178], [-0.809, -0.430, -2.375], [1.700, -0.200, 0.424], [0.887, -1.424, 2.413], [-0.153, -2.261, 1.421], [-1.574, 0.150, 2.365], [-2.344, 1.264, 1.230], [-2.105, -0.458, 0.787]], "nbo_charge": [-0.708, 0.116, -0.421, 0.006, -0.825, 0.615, -0.741, -0.562, 0.251, 0.227, 0.224, 0.179, 0.177, 0.367, 0.372, 0.243, 0.234, 0.245], "e_homo_ha": -0.2977, "lumo_ha": 0.0313, "total_charge": 0, "total_energy_ev": -10373.04635, "homo_lumo_gap_ev": 8.953}

***

Q: Number 3 is which compound?
A: C24H33F6N12O4S2Zn

***

Q: Which formula does entry 1 have?
A: C3H6N2